No. 1
95
Properties=species:S:1:pos:R:3:forces:R:3 method="wB97M-V/def2-TZVPD" charge=-1 e_lumo_ev="2.2 / 2.2" multiplicity=5 homo_energy_ha="-0.121 / -0.126"
Fe -0.3270 -0.0505 0.2158 0.3 0.1 0.4
S -1.5649 2.5803 -3.1055 0.0 0.0 0.1
S 1.5817 0.0479 1.9402 0.1 0.0 0.0
Si -0.6983 3.0002 1.1599 -0.1 0.0 0.0
Si -1.0037 -2.8238 1.8038 -0.1 0.0 0.0
O 1.2742 -0.2567 -1.0192 0.1 0.0 0.0
N -1.8154 -2.9408 -2.8639 0.2 -0.1 0.0
N -1.4550 -1.2242 1.4648 0.0 -0.1 0.0
N -3.1953 1.5114 -1.3011 -0.1 -0.1 0.0
N -1.4481 1.4493 1.0403 0.2 0.3 -0.2
N -3.6599 0.9530 -3.4661 0.1 -0.1 0.0
N 3.3753 0.2931 -0.1360 -0.1 0.1 0.2
N -1.3365 -0.8642 -1.6005 -0.1 -0.3 -0.1
N 4.1992 0.3960 1.9619 0.1 -0.2 0.1
C 2.4734 0.1126 -1.0855 0.0 0.0 -0.2
C -2.3252 -0.4665 2.2214 0.0 0.0 -0.1
C 4.1399 0.4220 3.4146 0.0 0.0 0.0
C 5.9408 1.8617 0.9994 0.0 0.0 0.0
C -3.3612 0.8536 -4.8762 0.0 0.1 0.0
C 2.0277 0.6654 -3.4762 0.0 0.0 0.0
C -1.8717 -4.2057 -2.1425 -0.1 0.0 0.0
C 3.0955 0.2386 1.1900 0.0 0.0 -0.2
C -2.4113 -4.0731 1.5143 0.0 0.0 0.0
C -2.8587 1.6343 -2.5889 0.0 0.0 0.0
C 5.5361 0.4450 1.3799 -0.1 0.1 -0.1
C -1.5662 -1.8328 -2.1856 -0.1 0.2 0.0
C 2.9664 0.4001 -2.4830 0.0 0.0 0.1
C -4.1960 0.5884 -0.8099 -0.1 0.0 0.0
C -3.1978 1.7394 2.7470 0.0 0.0 0.0
C 4.3212 0.4239 -2.7922 0.0 0.0 0.0
C -2.5063 -2.8495 -4.1366 0.0 0.0 0.0
C -4.0665 1.1952 3.6946 0.0 0.0 0.0
C 4.7362 0.6896 -4.0888 0.0 0.0 0.0
C 2.4448 0.9534 -4.7672 0.0 0.0 0.0
C -2.3202 0.9511 2.0053 0.0 0.0 0.0
C 4.2282 -0.9682 4.0289 0.0 0.0 0.0
C -1.8450 4.4107 0.6510 -0.1 0.0 0.0
C 3.7983 0.9563 -5.0779 0.0 0.0 0.0
C -3.2201 -0.9864 3.1604 -0.1 0.0 0.0
C 0.7749 3.0807 -0.0073 0.0 -0.1 0.0
C -0.3825 -3.1009 3.5580 0.0 0.0 0.0
C -4.0774 -0.1715 3.8995 0.0 0.0 0.0
C 0.4320 -3.3145 0.6739 0.0 0.1 -0.1
C -0.0968 3.3600 2.9029 0.0 0.0 0.1
H -1.3904 5.3806 0.8718 0.0 0.0 0.0
H -1.3127 -4.1184 -1.2147 0.0 0.0 0.0
H -3.1164 -3.6784 0.7784 0.0 0.0 0.0
H -3.2064 2.8091 2.5722 0.0 0.0 0.0
H 1.7105 2.8689 0.5152 0.0 0.0 0.0
H 5.7930 0.6941 -4.3273 0.0 0.0 0.0
H 5.1281 -1.4903 3.6960 0.0 0.0 0.0
H 0.8414 4.0695 -0.4677 0.0 0.1 0.1
H -2.6380 0.0618 -5.0998 0.0 0.1 0.0
H 6.9344 1.8722 0.5469 0.0 0.0 0.0
H 0.6211 2.5926 3.2008 0.0 0.0 0.0
H -4.1840 0.1913 -3.0662 -0.1 0.1 0.0
H 0.3902 4.3366 2.9646 0.0 0.0 0.0
H 0.3358 -2.3135 3.8004 0.0 0.0 0.0
H 6.2240 0.0295 2.1206 0.0 0.0 0.0
H -2.1950 -3.6837 -4.7659 0.0 0.0 0.0
H 4.9669 1.0498 3.7578 0.0 0.0 0.0
H -2.9717 -4.2457 2.4363 0.0 0.0 0.0
H -3.9622 -0.4524 -1.0644 0.0 0.0 0.0
H 5.2265 2.2588 0.2792 0.0 0.0 0.0
H -1.1782 -3.0679 4.3031 0.0 0.0 0.0
H -2.8076 4.3659 1.1656 0.0 0.0 0.0
H 0.6815 2.3748 -0.8357 0.0 0.0 0.0
H 5.0377 0.2372 -2.0035 0.0 0.0 0.0
H -4.7517 -0.6152 4.6230 0.0 0.0 0.0
H -2.0328 4.3694 -0.4243 0.0 0.0 -0.1
H -4.2045 0.6583 0.2761 0.0 0.0 0.0
H -2.0523 -5.0456 1.1659 0.0 0.0 0.0
H 5.9556 2.5170 1.8723 0.0 0.0 0.0
H 1.3734 -3.0788 1.1753 0.0 0.0 0.0
H -2.5043 1.7683 -0.5875 0.1 0.0 -0.1
H -4.2841 0.6669 -5.4278 0.0 0.0 0.0
H -3.5941 -2.8905 -4.0096 0.0 0.0 0.0
H -2.2371 -1.9199 -4.6323 0.0 0.0 0.0
H -0.9188 3.3405 3.6205 0.0 0.0 0.0
H 5.5623 -0.1935 0.5005 0.0 0.0 0.0
H 4.1231 1.1777 -6.0874 0.0 0.0 0.0
H 4.2519 -0.9057 5.1180 0.0 0.0 0.0
H -2.9238 1.7930 -5.2040 0.0 0.0 0.0
H 1.7097 1.1834 -5.5283 0.0 0.0 0.0
H -3.2495 -2.0597 3.3132 0.0 0.0 0.0
H 0.4268 -4.3877 0.4582 0.0 0.0 0.0
H 0.4551 -2.7780 -0.2792 0.0 0.0 0.0
H -4.7260 1.8444 4.2590 0.0 0.0 0.0
H 3.3581 -1.5547 3.7345 0.0 0.0 0.0
H 0.1271 -4.0654 3.6419 0.0 0.0 0.0
H 0.9765 0.6705 -3.2178 0.0 0.0 0.0
H -5.1902 0.8432 -1.1875 0.0 0.0 0.0
H 3.2084 0.9004 3.7119 0.0 0.0 0.0
H -2.9041 -4.4800 -1.9058 0.0 0.0 0.0
H -1.4219 -4.9845 -2.7603 0.0 0.0 0.0

No. 2
147
Properties=species:S:1:pos:R:3:forces:R:3 method="wB97M-V/def2-TZVPD" smiles="CNC[C@]1(c2ccncc2)C[C@@H]([C@@H](C)F)[C@@H](CCSc2nnco2)S(=O)(=O)O1.CNC(C)=O.CNC(C)=O.CNC(C)=O.CNC(C)=O.CNC(C)=O.CNC(C)=O.CNC(C)=O.CNC(C)=O" e_lumo_ev=0.5 homo_energy_ha=-0.303
S -5.0882 4.0118 -1.2344 -0.2 0.2 -0.3
S -1.2869 2.1990 -1.3448 -0.6 -0.2 -0.6
F 0.2435 4.3425 2.8995 -0.1 0.2 0.2
O -2.4200 1.4641 -1.8231 0.4 0.0 0.2
O -0.3647 1.1646 -0.5916 -0.1 0.3 0.2
O -9.0320 5.8762 -3.7806 0.0 0.0 0.0
O -12.9242 2.4606 -3.6151 0.0 0.0 0.0
O 6.5033 -4.5074 6.7936 0.1 -0.1 0.0
O -5.0220 2.3533 0.8994 0.0 -0.2 -0.2
O 2.5338 -0.4877 -5.7665 -0.1 -0.1 -0.3
O 0.7271 -3.7880 -10.6808 0.0 0.0 0.0
O 4.4332 1.4720 6.7106 0.0 0.0 0.0
O -0.5229 2.9770 -2.2757 0.1 -0.1 0.2
O 3.8668 3.2973 2.1510 0.1 0.2 0.1
O 3.2899 -7.0371 5.4895 0.2 0.0 -0.1
N -5.6263 0.4208 0.0103 0.1 0.2 0.5
N 1.0351 -4.8811 -8.7463 0.0 0.0 0.1
N 4.2577 1.0620 -2.5794 -0.2 0.1 0.1
N -5.5984 1.3736 -1.0023 0.0 0.5 0.3
N 4.4620 -0.7411 6.3253 0.0 0.0 0.1
N 5.3109 5.0093 2.1089 -0.1 -0.1 0.0
N 6.5837 -6.1807 5.3015 -0.1 0.0 0.1
N 2.0363 1.0537 2.2360 -0.6 0.2 0.2
N 2.9283 -1.2179 -7.8469 0.1 0.0 0.0
N -12.4730 1.4259 -1.6750 0.0 0.0 0.0
N 3.2626 -8.9920 6.5850 0.0 0.0 0.0
N -7.6307 4.1400 -4.0158 -0.1 -0.1 0.0
C 4.1407 4.4426 2.4873 0.1 0.2 0.1
C -8.8783 4.6776 -3.9565 0.0 0.0 0.0
C -3.8311 4.9110 -0.2854 0.4 -0.3 0.2
C 3.1845 5.2654 3.3133 0.0 0.0 0.0
C -12.7782 0.8102 -0.3995 0.2 0.0 -0.1
C 3.5533 -1.2386 -9.1559 -0.2 -0.1 0.1
C -13.3335 1.9738 -2.5760 0.0 0.0 0.0
C -10.0449 3.7295 -4.1118 0.1 0.2 0.0
C -5.2707 1.0270 1.0851 -0.1 -0.2 -0.2
C 3.4348 -9.0068 4.1369 0.0 0.1 0.0
C -7.2570 2.7519 -4.2095 0.3 0.2 0.0
C 7.2174 -7.0973 4.3782 -0.2 0.0 0.0
C 2.0363 1.4763 -0.8740 0.3 -0.1 -0.3
C 0.6448 -5.6252 -7.5639 0.2 0.1 -0.1
C 0.6729 3.1370 0.4484 -0.2 0.5 0.3
C 0.2437 -4.4031 -9.7458 0.0 0.0 0.0
C 4.1726 0.7266 -7.0125 0.0 0.0 0.0
C -1.8481 3.2634 -0.0187 0.2 0.4 0.5
C 3.3242 -8.2573 5.4456 0.0 0.0 0.0
C 3.1478 -0.3659 -6.8162 0.0 0.0 0.1
C 8.6668 -5.0451 5.9285 0.0 0.0 0.0
C -2.3766 4.5728 -0.6408 -0.4 -0.4 -0.5
C 4.9301 0.3768 6.9300 0.0 0.0 0.0
C 0.8560 1.6755 0.0716 0.5 -0.2 -0.3
C 5.7975 6.3409 2.4076 0.1 -0.1 -0.1
C 1.8869 0.9381 -2.1544 0.5 0.0 0.2
C 3.3379 1.8131 -0.4742 -0.1 -0.1 -0.5
C 4.9310 -2.1118 6.4697 -0.3 0.3 -0.1
C 6.0917 0.2085 7.8850 0.0 0.1 0.0
C -2.0182 4.9808 2.6040 0.0 0.2 -0.1
C -0.7226 3.3758 1.0482 0.1 -0.3 -0.3
C -1.2405 -4.6662 -9.6410 0.0 0.0 0.0
C 3.2869 -10.4343 6.7281 0.0 0.1 0.1
C 4.3922 1.5922 -1.3622 -0.5 0.0 0.2
C 7.1681 -5.2130 6.0518 0.0 0.0 0.0
C -5.2471 2.4836 -0.4368 0.2 -0.4 -0.1
C 3.0153 0.7502 -2.9625 -0.2 0.1 0.4
C -14.8054 1.9502 -2.2298 0.0 0.0 0.0
C 1.6157 1.0412 3.6492 0.2 -0.1 -0.4
C 0.9671 0.7464 1.2959 0.1 -0.4 -0.2
C -0.7135 4.6309 1.9079 0.0 -0.2 0.0
H -2.4646 5.8745 2.1668 -0.1 -0.1 -0.1
H 2.3985 0.5914 4.2575 0.0 0.1 0.1
H -0.4289 -5.7767 -7.5511 0.0 0.0 0.0
H 0.9282 -5.0861 -6.6586 -0.1 0.0 0.0
H 3.1904 -8.4320 7.4203 0.0 0.0 0.0
H 4.1260 -2.7470 6.8392 0.1 -0.1 0.0
H 8.2877 -6.9247 4.3413 0.0 0.0 0.0
H -1.4464 -5.7370 -9.6275 0.0 0.0 0.0
H 2.8664 6.1490 2.7569 0.0 0.0 0.1
H 5.5793 -6.2443 5.4216 0.0 0.0 0.0
H 0.8615 3.7997 -0.3986 -0.1 -0.1 -0.1
H 4.1387 -10.7450 7.3350 0.0 0.0 0.0
H -2.6679 2.7121 0.4370 -0.1 0.0 -0.1
H 1.4285 2.0564 4.0080 0.0 0.0 0.2
H 3.4714 -8.2784 3.3329 0.0 0.0 0.0
H 5.2607 -2.5032 5.5086 0.1 0.0 0.0
H 5.8942 4.4017 1.5551 0.0 0.0 0.0
H 6.3460 1.1865 8.2817 0.0 0.0 0.0
H -0.3116 5.4829 1.3540 0.0 0.0 0.0
H -12.4450 -0.2289 -0.3843 0.0 0.0 0.0
H -8.1328 2.1218 -4.3191 -0.1 0.1 0.0
H -0.0131 0.7129 1.7820 0.0 0.1 0.0
H -2.3623 4.4587 -1.7270 0.2 0.2 0.0
H 3.3660 -10.9093 5.7563 0.0 0.0 0.0
H -5.1429 0.6286 2.0775 0.0 0.0 0.0
H 2.7974 -1.1191 -9.9327 0.1 0.0 -0.1
H 4.3404 -9.6143 4.1096 0.0 -0.1 0.0
H 8.9481 -4.7943 4.9051 0.0 0.0 0.0
H 7.0454 -8.1314 4.6856 0.1 0.0 0.0
H 1.4011 3.4148 1.2120 0.1 -0.2 -0.1
H 2.0129 -4.6764 -8.8783 0.0 0.0 0.0
H 2.8894 0.3368 -3.9588 0.1 0.0 0.2
H 2.4123 1.9794 2.0770 0.2 -0.2 -0.1
H -4.0213 5.9494 -0.5549 -0.1 0.0 0.1
H 1.1330 -6.6010 -7.5470 -0.1 0.0 0.0
H 3.6912 -0.5661 5.7007 0.0 0.0 0.0
H 0.7049 0.4567 3.7815 0.0 -0.1 0.0
H -15.1612 0.9264 -2.1094 0.0 0.0 0.0
H 6.9598 -0.2064 7.3721 0.0 -0.1 0.0
H 5.0738 6.8799 3.0093 0.0 0.0 0.0
H -0.8911 2.5513 1.7469 -0.1 0.1 0.1
H -12.2802 1.3419 0.4130 0.0 0.0 0.0
H 5.8253 -0.4535 8.7092 0.0 0.0 0.0
H 9.1875 -5.9573 6.2221 0.0 0.0 0.0
H 3.5588 2.2471 0.4903 0.0 -0.1 -0.2
H 0.9258 0.6482 -2.5509 0.0 0.0 0.1
H 8.9716 -4.2376 6.5865 0.0 0.0 0.0
H 5.9690 6.9014 1.4872 0.0 0.0 0.0
H 2.3186 4.6489 3.5167 0.0 0.0 0.0
H 4.2275 1.3098 -6.0982 0.0 0.0 0.0
H 4.0589 -2.1921 -9.3171 0.1 0.0 -0.1
H -14.9983 2.5000 -1.3081 0.0 0.0 0.0
H -6.6786 2.3897 -3.3581 0.0 -0.1 0.0
H 5.7585 -2.1668 7.1634 0.0 0.0 0.0
H -6.8941 4.8180 -3.9024 0.0 0.0 0.0
H 2.2298 -1.9171 -7.6480 0.0 0.0 0.0
H 5.3973 1.8610 -1.0549 0.0 0.0 0.0
H -1.6526 -4.2178 -8.7365 0.0 0.0 0.0
H -4.0398 4.7563 0.7694 -0.1 0.2 0.1
H -2.7475 4.1722 2.5598 0.0 -0.1 0.1
H 1.1324 -0.2510 0.8732 -0.1 0.0 0.0
H -1.7233 5.4178 -0.4260 0.0 0.0 0.1
H 4.2832 -0.4416 -9.2488 0.0 0.0 0.0
H -15.3490 2.4206 -3.0427 0.0 0.0 0.0
H 6.8119 -6.9699 3.3727 0.1 0.0 0.0
H 5.1556 0.3030 -7.2205 0.0 0.0 -0.1
H 6.7368 6.2907 2.9602 0.0 0.0 0.0
H -10.9703 4.2885 -4.0386 0.0 0.0 0.0
H 3.6269 5.5807 4.2585 0.1 0.0 0.0
H 3.8887 1.3807 -7.8376 0.0 0.0 0.0
H -10.0322 2.9734 -3.3274 0.0 -0.1 0.0
H 2.5728 -9.6572 3.9862 0.0 0.0 0.0
H -1.8078 5.2156 3.6466 0.0 -0.1 0.0
H -1.7227 -4.2237 -10.5066 0.0 0.0 0.0
H -6.6449 2.6554 -5.1081 0.0 -0.1 0.0
H -10.0136 3.2284 -5.0793 0.0 -0.1 0.0
H -11.5078 1.4693 -1.9606 0.0 0.0 0.0
H 2.3745 -10.7872 7.2111 0.0 0.0 0.0
H -13.8472 0.8302 -0.2174 0.0 0.0 0.0

No. 3
15
Properties=species:S:1:pos:R:3:forces:R:3 method="wB97M-V/def2-TZVPD" smiles=CCOC.C#N e_lumo_ev=1.0 e_above_lowest_kcal_mol=49.8 homo_energy_ha=-0.369
O -0.6949 0.2212 0.3077 -0.1 -0.1 0.0
N 2.3943 -0.6159 1.3545 -0.9 0.3 0.6
C -0.9047 1.5967 0.4884 -0.1 0.3 0.1
C -0.1290 -0.0651 -0.9579 0.1 -0.1 -0.3
C 1.4683 -0.3232 1.9780 0.9 -0.3 -0.4
C -0.0008 -1.5699 -1.1206 0.0 -0.1 0.0
H -1.4030 1.7297 1.4532 0.1 0.0 -0.1
H -0.8770 -2.0609 -0.6878 0.1 0.1 -0.1
H 0.8909 -1.9575 -0.6213 -0.1 0.1 0.0
H 0.6186 -0.0720 2.5786 0.1 0.0 -0.2
H 0.8581 0.4141 -1.0433 -0.1 0.0 0.0
H 0.0614 -1.8418 -2.1791 0.0 0.1 0.1
H -0.7776 0.3656 -1.7392 0.1 -0.1 0.1
H 0.0423 2.1580 0.4890 -0.1 -0.1 0.0
H -1.5468 2.0210 -0.3002 0.1 -0.1 0.1

Number 1: E -117726.4588 eV. Number 2: E -110639.2022 eV. Number 3: E -7830.1594 eV.